{"formula": "C24H46N8O6P2", "method": "the ωB97M-V functional and the def2-TZVPD basis", "lumo_ev": -0.91, "homo_ev": -8.044, "relative_energy_ev": 2.803, "spin_multiplicity": 1, "fmax_ha_per_bohr": 0.06457, "smiles": "CN(C)P(=O)(N(C)C)N(C)C.CN(C)P(=O)(N(C)C)N(C)C.O=[N+]([O-])c1ccccc1.O=[N+]([O-])c1ccccc1", "homo_lumo_gap_ev": 7.1, "symbols": ["C", "N", "C", "P", "O", "N", "C", "C", "N", "C", "C", "H", "H", "H", "H", "H", "H", "H", "H", "H", "H", "H", "H", "H", "H", "H", "H", "H", "H", "C", "N", "C", "P", "O", "N", "C", "C", "N", "C", "C", "H", "H", "H", "H", "H", "H", "H", "H", "H", "H", "H", "H", "H", "H", "H", "H", "H", "H", "O", "N", "O", "C", "C", "C", "C", "C", "C", "H", "H", "H", "H", "H", "O", "N", "O", "C", "C", "C", "C", "C", "C", "H", "H", "H", "H", "H"], "coordinates": [[0.1466, -2.2672, 1.9009], [-0.1669, -2.9962, 0.7162], [-1.0163, -2.3721, -0.2685], [0.1306, -4.6948, 0.8026], [-0.4644, -5.5089, -0.3090], [1.8351, -4.7231, 1.1285], [2.7172, -3.8258, 0.3465], [2.4717, -6.0182, 1.5264], [-0.5252, -5.2670, 2.2719], [-1.8078, -5.9461, 2.2669], [0.0541, -4.9145, 3.6356], [0.7604, -1.4357, 1.5546], [0.7905, -2.8003, 2.6003], [-0.7522, -1.9625, 2.4370], [-0.9102, -2.9325, -1.1973], [-0.7385, -1.3227, -0.3678], [-2.0612, -2.5125, 0.0084], [3.7826, -3.9972, 0.5009], [2.5045, -3.9330, -0.7172], [2.4608, -2.8030, 0.6223], [3.4988, -6.1701, 1.1944], [2.4535, -6.2218, 2.5970], [1.9981, -6.8891, 1.0731], [-1.5816, -7.0092, 2.1848], [-2.4621, -5.8026, 3.1269], [-2.4965, -5.6491, 1.4760], [1.0899, -4.5923, 3.5293], [0.0739, -5.7983, 4.2733], [-0.5980, -4.1953, 4.1313], [3.2934, 2.4415, 1.2470], [1.9161, 2.8550, 1.4741], [0.9981, 1.6680, 1.6631], [1.6008, 4.4554, 2.0068], [1.9887, 4.6494, 3.4795], [2.4774, 5.6070, 1.0970], [2.7625, 5.3996, -0.3617], [2.6472, 6.9786, 1.5107], [-0.0027, 4.8181, 1.5653], [-0.5680, 4.6900, 0.2426], [-0.9046, 5.2295, 2.6157], [3.3194, 1.4286, 0.8452], [3.9253, 2.6293, 2.1150], [3.7344, 3.1781, 0.5753], [1.2422, 0.8403, 0.9972], [-0.0723, 1.8733, 1.6723], [1.0371, 1.3740, 2.7119], [2.1531, 6.0600, -0.9787], [3.7999, 5.6719, -0.5561], [2.6155, 4.3396, -0.5685], [3.2801, 7.5269, 0.8129], [1.6328, 7.3771, 1.4946], [3.0524, 7.1310, 2.5111], [-0.6627, 5.6774, -0.2091], [0.0813, 4.0886, -0.3938], [-1.5387, 4.1960, 0.1997], [-0.6617, 6.2676, 2.8423], [-0.7809, 4.7044, 3.5629], [-1.9443, 5.1417, 2.3004], [-2.6056, 1.7133, -0.6071], [-3.3746, 0.7912, -0.8207], [-3.6623, -0.0087, 0.0507], [-3.9670, 0.7063, -2.1935], [-4.4001, -0.5451, -2.6601], [-4.9664, -0.5831, -3.8828], [-5.0961, 0.5359, -4.6907], [-4.5722, 1.7356, -4.2884], [-4.0278, 1.8565, -3.0277], [-4.3276, -1.4184, -2.0290], [-5.4597, -1.5024, -4.1619], [-5.5496, 0.2950, -5.6408], [-4.7152, 2.4575, -5.0788], [-3.7265, 2.8585, -2.7600], [3.5059, -1.6850, -2.2128], [2.6916, -0.9781, -1.6438], [2.9610, -0.3030, -0.7037], [1.3557, -0.9571, -2.3180], [0.7031, 0.2438, -2.3194], [-0.5730, 0.2556, -2.8707], [-1.0781, -0.8259, -3.6376], [-0.3085, -2.0274, -3.6001], [0.9316, -2.0901, -2.9564], [1.0912, 1.1127, -1.8086], [-1.0558, 1.2166, -2.7717], [-2.0432, -0.6561, -4.0917], [-0.7629, -2.9039, -4.0379], [1.4225, -3.0311, -2.7566]], "forces_ev_per_a": [[0.49, 0.72, 0.06], [1.02, -3.06, -0.32], [-0.21, -1.11, 0.11], [-0.33, 0.05, 0.83], [0.89, 1.33, 0.74], [-0.05, -0.87, 0.00], [-1.16, 0.17, -0.09], [-0.73, -0.45, -0.35], [1.47, 1.38, 0.74], [-0.22, -0.67, -0.25], [-0.83, -0.90, -1.39], [-0.23, 0.71, 0.47], [-0.19, -0.19, -0.30], [-0.03, 0.36, 0.09], [0.12, 0.34, -0.06], [-0.17, 0.02, -0.17], [-0.32, 0.59, 0.10], [-0.25, -0.18, 0.30], [0.24, -0.01, -0.22], [0.31, 0.10, -0.05], [0.10, 0.86, -0.06], [-0.07, 0.41, 0.15], [-0.53, 0.08, -0.13], [-0.57, -0.22, -0.08], [0.68, 0.29, 0.65], [0.57, 0.00, -0.53], [-0.30, 0.23, -0.02], [-0.09, -0.26, -0.11], [0.26, 0.30, 0.00], [0.35, 1.45, 0.14], [-1.35, 0.24, -0.91], [-0.08, 1.48, 1.41], [0.82, 0.49, 1.74], [-1.61, -0.12, -2.90], [1.32, -2.47, -1.53], [-0.16, 0.10, 1.63], [-0.96, 0.03, 0.49], [0.53, -1.77, 1.16], [0.67, 0.07, -0.41], [0.08, 0.78, 0.51], [0.27, 0.28, 0.17], [-0.07, -0.84, 0.53], [0.15, -0.45, -0.64], [0.09, 0.31, -0.03], [-0.04, 0.63, -1.06], [0.79, -0.63, 0.14], [-0.33, -0.20, -0.17], [0.15, -0.14, -0.01], [-0.14, 0.25, -0.42], [-0.07, -0.17, -0.11], [0.01, 0.93, 0.08], [0.00, -0.43, 0.03], [-0.14, 0.13, -0.26], [0.16, 0.06, -0.01], [-0.10, -0.03, 0.45], [-0.55, 0.31, 0.21], [0.13, -0.32, -0.18], [0.06, 0.01, -0.07], [-0.03, 0.23, -0.58], [0.26, 0.57, 0.53], [-0.44, -0.34, -1.04], [0.15, 0.29, -0.60], [0.75, 1.26, 2.01], [-1.29, -0.65, -0.87], [0.23, -1.96, 0.15], [-0.80, -0.55, -1.15], [0.14, -0.32, 0.79], [0.03, 0.03, 0.10], [0.23, -0.19, -0.36], [-0.09, 0.81, -0.26], [0.52, 1.04, 0.69], [0.34, -0.24, 0.65], [0.12, -0.38, 0.12], [0.31, -1.42, -2.42], [-0.50, 1.21, 1.55], [1.47, 0.69, 0.69], [-1.09, -0.37, 0.41], [0.38, 0.22, -1.17], [1.82, 0.39, 1.91], [-0.97, 1.01, -0.41], [-1.40, -0.35, 0.16], [0.11, -0.05, 0.07], [-0.59, -0.11, -0.29], [0.00, -0.64, -0.23], [0.29, -0.21, -0.11], [0.18, 0.00, -0.44]]}

---

{"formula": "C10H19NSi", "method": "the ωB97M-V functional and the def2-TZVPD basis", "lumo_ev": 0.86, "homo_ev": -7.858, "relative_energy_ev": 3.264, "spin_multiplicity": 1, "fmax_ha_per_bohr": 0.08950, "homo_lumo_gap_ev": 8.7, "symbols": ["C", "C", "C", "C", "C", "C", "C", "C", "C", "C", "N", "Si", "H", "H", "H", "H", "H", "H", "H", "H", "H", "H", "H", "H", "H", "H", "H", "H", "H", "H", "H"], "coordinates": [[-0.5583, -1.2148, -0.5003], [0.2356, -1.3118, 0.7403], [-0.7178, -0.1405, -1.2867], [0.3706, -0.3569, 1.6416], [-1.3555, -2.4982, -0.5461], [0.7388, -2.7524, 1.2260], [-1.4658, 0.1255, -2.5076], [1.3347, -0.3306, 2.7362], [0.7126, 1.6671, -2.1078], [0.4135, 3.2743, 1.0533], [-0.0286, 1.1285, -0.9731], [-0.4686, 1.6469, 0.6244], [-0.6928, -3.1586, -1.0623], [-2.2195, -2.2780, -1.1740], [-1.6360, -3.0148, 0.3665], [0.4553, -3.4660, 0.4742], [0.3488, -3.0549, 2.1810], [1.7762, -2.6696, 1.4363], [-0.9108, 0.0069, -3.3615], [-1.5664, 1.2503, -2.5304], [-2.4491, -0.3274, -2.6577], [0.9738, -0.5472, 3.7288], [1.6384, 0.7568, 2.9447], [2.3624, -0.7936, 2.4333], [0.0562, 2.1466, -2.7674], [1.5091, 2.3373, -1.8840], [1.1284, 0.7520, -2.7232], [0.9576, 3.6051, 0.0925], [-0.2284, 4.0933, 1.5775], [1.2352, 3.0761, 1.8457], [-1.9497, 2.0488, 0.9800]], "forces_ev_per_a": [[-0.78, -0.72, 2.07], [0.47, -1.21, 1.23], [1.50, 1.35, 1.25], [-1.32, 3.85, -2.15], [-0.58, 0.90, -2.21], [-0.73, 1.89, -1.07], [-2.64, 1.57, 0.40], [2.71, 2.11, 0.40], [0.51, -2.82, -0.40], [1.38, 0.52, 1.02], [0.05, -1.05, 0.93], [0.81, -1.38, 1.40], [-0.02, -0.99, -0.69], [-0.24, -0.61, 0.01], [-0.05, 0.69, 0.29], [0.64, -0.57, 0.02], [-0.79, 0.08, 0.35], [1.20, -0.27, -0.43], [1.46, -0.99, -2.21], [-0.83, -1.26, 0.10], [0.18, -0.18, 0.23], [-0.10, -1.04, 0.30], [-0.33, -1.15, -0.57], [-1.90, 0.24, 0.91], [-0.83, 1.06, -1.20], [0.63, 0.35, 0.60], [-0.38, 1.79, 1.26], [-0.90, 0.00, 1.59], [0.93, -1.42, -1.47], [-1.04, 0.20, -1.35], [0.98, -0.91, -0.59]]}

---

{"formula": "C4H8N", "method": "the ωB97M-V functional and the def2-TZVPD basis", "lumo_ev": -3.69, "homo_ev": -15.634, "relative_energy_ev": 2.504, "charge": 1, "spin_multiplicity": 1, "fmax_ha_per_bohr": 0.08737, "smiles": "CC1=C[N@@H+]1C", "homo_lumo_gap_ev": 11.9, "symbols": ["C", "C", "C", "N", "C", "H", "H", "H", "H", "H", "H", "H", "H"], "coordinates": [[-1.9378, 0.2671, -0.3321], [-0.7466, -0.4590, 0.1258], [0.0160, -1.3084, 0.7006], [0.6945, -0.5659, -0.3172], [1.6321, 0.6409, 0.2023], [-2.2176, 0.7983, 0.5036], [-2.6839, -0.3277, -0.8997], [-1.7142, 1.1325, -1.0344], [0.2667, -1.8621, 1.4940], [1.0277, -1.0720, -1.2046], [1.1986, 1.1210, 1.0258], [2.7537, 0.2671, 0.3143], [1.7106, 1.3681, -0.5786]], "forces_ev_per_a": [[1.09, 0.70, -2.79], [-0.12, -1.03, -1.50], [-1.88, 1.97, -1.45], [2.85, 2.03, -0.45], [2.40, -2.84, -2.52], [-1.82, 0.77, 2.01], [0.36, 0.07, 1.03], [0.40, -1.23, 0.59], [1.02, -2.27, 2.52], [-0.76, 1.03, 1.56], [-0.62, 0.00, 1.45], [-2.64, 0.47, 0.29], [-0.28, 0.32, -0.74]]}

---

{"formula": "C4H4INO", "method": "the ωB97M-V functional and the def2-TZVPD basis", "lumo_ev": -0.60, "homo_ev": -9.596, "relative_energy_ev": 2.758, "spin_multiplicity": 1, "fmax_ha_per_bohr": 0.08406, "homo_lumo_gap_ev": 9.0, "symbols": ["C", "C", "C", "C", "N", "O", "I", "H", "H", "H", "H"], "coordinates": [[-0.7219, -1.7373, -0.8610], [0.3466, 1.1731, 0.5909], [-0.2943, -2.5487, -0.0630], [1.0332, 1.2710, -0.7204], [-0.7263, 1.7831, 0.7798], [2.1702, 0.9272, -0.9229], [-1.9864, 1.4433, 2.2698], [-1.1896, -1.0471, -1.6084], [0.8688, 0.2868, 1.2235], [0.2068, -3.1558, 0.7396], [0.2929, 1.6045, -1.4278]], "forces_ev_per_a": [[-0.31, -0.24, -0.05], [1.77, -3.28, 2.19], [0.47, 0.53, 0.34], [0.46, 0.06, 0.33], [-0.01, 0.59, -1.18], [-0.70, 0.24, 0.00], [-0.17, -0.22, 0.79], [0.81, -1.18, 1.23], [-1.36, 2.09, -0.76], [-1.00, 0.92, -1.52], [0.02, 0.50, -1.35]]}

---

{"formula": "C3H11NSi", "method": "the ωB97M-V functional and the def2-TZVPD basis", "lumo_ev": 0.98, "homo_ev": -9.505, "relative_energy_ev": 1.498, "spin_multiplicity": 1, "fmax_ha_per_bohr": 0.05182, "smiles": "N[SiH3].C=CC", "homo_lumo_gap_ev": 10.5, "symbols": ["N", "Si", "H", "H", "H", "H", "H", "C", "C", "C", "H", "H", "H", "H", "H", "H"], "coordinates": [[-2.1397, 1.1730, -2.7193], [-2.6620, 0.1469, -1.3795], [-2.7715, 1.4675, -3.4499], [-1.4960, 1.9592, -2.3782], [-1.4594, -0.3926, -0.6364], [-3.3248, -1.0482, -1.9349], [-3.3974, 0.9678, -0.4077], [2.0718, 0.8281, 1.1104], [1.5638, -0.2055, 1.7716], [1.8822, -1.6224, 1.4327], [2.7405, 0.6832, 0.3153], [1.9219, 1.8208, 1.4924], [1.2718, 0.0701, 2.7730], [1.3081, -2.3676, 1.9542], [1.5685, -1.6372, 0.2931], [2.9221, -1.8433, 1.7632]], "forces_ev_per_a": [[1.40, 0.77, 1.55], [1.17, 0.32, -0.61], [0.10, 0.10, 0.20], [-1.49, -1.48, -1.06], [-0.35, 0.34, -0.35], [-0.38, 0.17, 0.08], [-0.44, -0.23, 0.21], [-0.67, -0.23, 0.94], [1.28, 0.75, 1.07], [-0.52, 0.33, -1.89], [0.46, -0.02, -1.46], [0.07, 0.31, -0.01], [-1.02, -0.32, 0.19], [-0.68, -0.09, 0.15], [1.46, -0.81, 2.08], [-0.39, 0.10, -1.08]]}

---

{"formula": "C19H21N3O3", "method": "the ωB97M-V functional and the def2-TZVPD basis", "lumo_ev": 0.79, "homo_ev": -8.191, "relative_energy_ev": 1.080, "spin_multiplicity": 1, "fmax_ha_per_bohr": 0.01517, "smiles": "CCOc1ccccc1OCCCC(=O)Nc1nc2ccccc2[nH]1", "homo_lumo_gap_ev": 9.0, "symbols": ["C", "C", "O", "C", "C", "C", "C", "C", "C", "O", "C", "C", "C", "C", "O", "N", "C", "N", "C", "C", "C", "C", "C", "C", "N", "H", "H", "H", "H", "H", "H", "H", "H", "H", "H", "H", "H", "H", "H", "H", "H", "H", "H", "H", "H", "H"], "coordinates": [[-0.5052, -2.5098, 1.1759], [-0.5888, -1.9769, -0.2504], [-1.3961, -0.8097, -0.3431], [-2.7552, -0.9257, -0.2806], [-3.4584, -2.1243, -0.2816], [-4.8432, -2.1350, -0.2699], [-5.5548, -0.9519, -0.2559], [-4.8689, 0.2500, -0.2401], [-3.4844, 0.2777, -0.2478], [-2.8590, 1.5061, -0.2894], [-2.0787, 1.8498, 0.8456], [-1.5243, 3.2495, 0.6025], [-0.6571, 3.3153, -0.6635], [0.7287, 2.7735, -0.4103], [1.6538, 3.4772, -0.0518], [0.8633, 1.4284, -0.6045], [2.0451, 0.7348, -0.4577], [2.1534, -0.5487, -0.6725], [3.4726, -0.8430, -0.4246], [4.1512, -2.0530, -0.4902], [5.4965, -2.0484, -0.1829], [6.1628, -0.8782, 0.1824], [5.5064, 0.3355, 0.2551], [4.1574, 0.3385, -0.0513], [3.2089, 1.3312, -0.0817], [0.1377, -3.3849, 1.1957], [-0.0778, -1.7513, 1.8273], [-1.4867, -2.7815, 1.5594], [0.4049, -1.6482, -0.5763], [-0.9536, -2.7456, -0.9401], [-2.9344, -3.0662, -0.3059], [-5.3615, -3.0822, -0.2759], [-6.6336, -0.9598, -0.2505], [-5.3956, 1.1918, -0.2284], [-2.7142, 1.8527, 1.7437], [-1.2722, 1.1236, 1.0010], [-0.9478, 3.5700, 1.4714], [-2.3678, 3.9294, 0.4763], [-0.5452, 4.3588, -0.9602], [-1.1570, 2.7634, -1.4589], [0.0622, 0.8597, -0.8549], [3.6357, -2.9566, -0.7735], [6.0530, -2.9731, -0.2252], [7.2167, -0.9239, 0.4132], [6.0208, 1.2414, 0.5377], [3.2906, 2.3199, 0.1124]], "forces_ev_per_a": [[-0.19, 0.25, -0.34], [0.38, -0.52, 0.15], [-0.34, 0.37, -0.07], [-0.05, 0.32, -0.01], [0.26, -0.05, -0.02], [-0.11, 0.02, -0.01], [-0.06, -0.07, 0.02], [0.23, 0.07, 0.00], [0.03, -0.05, 0.07], [-0.04, -0.29, -0.25], [0.14, 0.28, 0.50], [-0.15, -0.37, -0.14], [0.00, 0.18, 0.18], [-0.40, 0.14, -0.24], [0.16, 0.18, 0.11], [-0.06, -0.20, -0.05], [0.45, -0.27, 0.06], [-0.44, 0.23, -0.14], [0.49, 0.56, 0.22], [-0.05, 0.12, 0.01], [0.06, -0.17, -0.01], [0.11, 0.05, 0.03], [0.00, 0.14, 0.02], [0.06, -0.77, -0.12], [-0.21, 0.27, 0.00], [0.08, -0.12, 0.03], [0.07, 0.06, 0.08], [-0.03, -0.07, 0.08], [-0.41, -0.23, 0.03], [-0.01, 0.08, 0.00], [0.10, -0.04, 0.01], [-0.04, -0.08, 0.00], [-0.10, 0.00, 0.00], [-0.02, 0.12, 0.00], [0.08, -0.04, -0.14], [-0.14, 0.05, 0.00], [-0.04, 0.04, 0.04], [0.02, 0.04, 0.06], [0.09, -0.12, -0.05], [0.03, 0.04, -0.06], [-0.03, 0.06, -0.01], [-0.06, -0.12, -0.04], [0.04, -0.07, 0.00], [0.08, 0.01, 0.02], [0.09, 0.07, 0.03], [-0.09, -0.10, -0.03]]}

---

{"formula": "C5H16NO2", "method": "the ωB97M-V functional and the def2-TZVPD basis", "lumo_ev": -3.26, "homo_ev": -14.462, "relative_energy_ev": 3.075, "charge": 1, "spin_multiplicity": 1, "fmax_ha_per_bohr": 0.09906, "homo_lumo_gap_ev": 11.2, "symbols": ["C", "O", "C", "C", "C", "C", "N", "H", "H", "H", "H", "H", "H", "H", "H", "H", "H", "H", "H", "H", "H", "H", "H", "O"], "coordinates": [[-0.6041, 0.6014, -1.6775], [-1.5167, 1.6292, -1.4273], [-0.5399, -0.0303, -0.3093], [0.8170, -0.7301, 0.1468], [1.2486, -1.8232, -0.7745], [0.9167, -0.9634, 1.6734], [-1.7319, -0.8976, 0.0581], [-1.1592, 0.0629, -2.3932], [0.3842, 0.9679, -1.9619], [-1.6340, 2.2575, -2.1086], [-0.7320, 0.8653, 0.4874], [1.5774, 0.1800, 0.1529], [0.9785, -1.8806, -1.7978], [1.0284, -2.7635, -0.4120], [2.3975, -1.9312, -0.8095], [0.3471, -0.1586, 2.3288], [0.8216, -1.9000, 2.1775], [2.0962, -0.6914, 1.9524], [-1.5682, -1.8868, 0.1953], [-2.2727, -0.4485, 0.7411], [-2.2840, -0.7736, -0.7825], [-0.1834, 3.8397, 1.1344], [1.0004, 3.3067, 2.1158], [0.6125, 3.1684, 1.2902]], "forces_ev_per_a": [[-0.45, 0.69, 1.18], [-0.86, 0.86, 1.78], [2.19, 1.19, 4.44], [0.16, 3.69, 0.14], [3.60, -0.06, 0.19], [2.66, 2.86, 2.06], [0.25, 0.19, -2.98], [0.54, -1.76, -1.39], [-0.05, -0.33, -0.21], [0.02, 0.83, -1.43], [1.00, -1.78, -2.19], [-1.67, -1.64, -1.04], [-0.68, 0.85, -1.03], [-0.98, -2.17, 1.11], [-1.55, 0.56, 0.12], [0.93, -1.52, -1.60], [-0.65, -1.02, -0.33], [-3.02, -0.77, -0.62], [0.16, -0.22, 0.35], [-0.76, 0.26, 1.77], [-0.77, -0.58, -0.28], [2.89, -2.10, 0.95], [0.66, 0.79, 2.13], [-3.59, 1.18, -3.12]]}